1.
Below is an isolated molecule of C4H7I in a non-equilibrium geometry, with properties calculated with the ωB97M-V functional and the def2-TZVPD basis.

HOMO level, eV: -9.0
Energy above the lowest of the compared OMol25 structures with the same formula, charge and spin, kcal/mol: 18.0
E_LUMO, eV: 0.3
Structure (SMILES): C=C(C)CI
E_tot, eV: -12360.1257
HOMO-LUMO gap, eV: 9.288

```
! wB97M-V def2-TZVPD RIJCOSX def2/J DEFGRID3
* xyz 0 1
C 1.41155 -0.48203 -0.37928
C -0.36983 1.31637 0.93794
C 0.04531 0.15714 0.25334
C -1.11719 -0.70196 -0.26265
I 2.71435 1.04445 -1.25149
H 1.97197 -1.10570 0.32666
H 1.07854 -1.05651 -1.28470
H 0.27462 2.15467 1.18209
H -1.37612 1.34300 1.24008
H -1.69239 -0.82188 0.68970
H -0.96807 -1.65809 -0.75180
H -1.97273 -0.18946 -0.69989
*
```

---

2.
Below is a cluster of 2 separate species, C4H7I2N in total in a non-equilibrium geometry, with properties calculated with the ωB97M-V functional and the def2-TZVPD basis.

HOMO level (spin up / spin down), eV: -8.9 / -6.9
Energy above the lowest of the compared OMol25 structures with the same formula, charge and spin, kcal/mol: 118.3
E_LUMO (spin up / spin down), eV: -0.8 / -1.6
E_tot, eV: -21946.4726
HOMO-LUMO gap (spin up / spin down), eV: 8.127 / 5.282

```
! wB97M-V def2-TZVPD RIJCOSX def2/J DEFGRID3
* xyz 0 1
C -1.33978 -0.24998 0.38381
C -0.70308 -0.14894 -0.75322
C -0.98399 0.23263 1.77302
C 0.03975 0.23682 -1.93123
N 1.98024 -0.71859 0.64448
I 2.47517 -2.17265 -0.60516
I 2.84192 1.06170 0.55760
H -2.34730 -0.77246 0.28625
H 0.11612 0.10010 1.78399
H -1.40761 -0.19273 2.63957
H -1.13561 1.32749 1.77049
H -0.78407 0.27010 -2.75183
H 0.85370 -0.30248 -2.22224
H 0.39451 1.32899 -1.57553
*
```

---

3.
Below is an isolated molecule of C4H7I2P in a non-equilibrium geometry, with properties calculated with the ωB97M-V functional and the def2-TZVPD basis.

HOMO level (spin up / spin down), eV: -7.9 / -8.0
Energy above the lowest of the compared OMol25 structures with the same formula, charge and spin, kcal/mol: 53.8
E_LUMO (spin up / spin down), eV: -1.7 / -1.7
Structure (SMILES): I[C@H]1C=[P@H](I)CC1
E_tot, eV: -29749.1205
HOMO-LUMO gap (spin up / spin down), eV: 6.225 / 6.324

```
! wB97M-V def2-TZVPD RIJCOSX def2/J DEFGRID3
* xyz 0 1
C 0.45170 -1.19465 0.43888
C -0.33983 -0.73912 -0.83237
C 0.99610 0.12396 0.94660
C 0.28941 1.31795 0.47282
P -1.18656 0.82170 -0.36284
I 3.05138 0.57932 -0.16946
I -3.86675 0.42779 -0.11796
H -0.23903 -1.60768 1.24252
H 1.33695 -1.93228 0.11645
H 0.30863 -0.27614 -1.58856
H -1.10163 -1.60007 -0.95673
H 1.32028 -0.01748 2.06383
H 0.48475 2.14878 1.01982
H -1.30251 1.53092 -1.67554
*
```

---

4.
Below is a structure of composition C4H7IN in a non-equilibrium geometry, with properties calculated with the ωB97M-V functional and the def2-TZVPD basis.

HOMO level (spin up / spin down), eV: -13.5 / -13.5
Energy above the lowest of the compared OMol25 structures with the same formula, charge and spin, kcal/mol: 77.2
E_LUMO (spin up / spin down), eV: -5.5 / -5.5
E_tot, eV: -13841.9088
HOMO-LUMO gap (spin up / spin down), eV: 7.948 / 7.948

```
! wB97M-V def2-TZVPD RIJCOSX def2/J DEFGRID3
* xyz 1 1
C 1.68382 -1.54274 0.01166
C 1.15086 -0.32203 -0.28168
C -0.74788 1.33897 0.30789
C -1.52503 0.48689 -0.63461
N 0.00796 0.08355 0.49515
I -3.35092 -0.10853 -0.01905
H 2.36577 -1.89500 -0.69201
H 1.52953 -2.07774 0.91730
H 1.30418 0.18634 -1.24039
H -0.08388 2.33244 0.07126
H -1.30693 1.57321 1.20706
H -1.10319 0.24765 -1.56769
H 0.07570 -0.30300 1.42512
*
```

---

5.
Below is an isolated molecule of C4H7IN2 in a non-equilibrium geometry, with properties calculated with the ωB97M-V functional and the def2-TZVPD basis.

HOMO level, eV: -9.0
Energy above the lowest of the compared OMol25 structures with the same formula, charge and spin, kcal/mol: 70.5
E_LUMO, eV: -0.6
Structure (SMILES): [H]/N=N/C(I)=C/CC
E_tot, eV: -15339.0685
HOMO-LUMO gap, eV: 8.449

```
! wB97M-V def2-TZVPD RIJCOSX def2/J DEFGRID3
* xyz 0 1
C 0.07209 -0.13952 0.39362
C 1.36294 -0.20447 0.75114
C -1.48702 0.00675 -1.52050
C -0.62482 -0.97937 -0.60866
N 1.21370 1.62945 2.00797
N 1.92272 0.59607 1.66784
I 2.73667 -1.50072 -0.24373
H -0.55030 0.62573 1.01896
H -2.33355 0.53673 -0.92002
H -1.98713 -0.43210 -2.24397
H -0.74025 0.74383 -1.81824
H 0.17508 -1.48358 -1.07213
H -1.34839 -1.65306 -0.16369
H 1.58826 2.25426 2.75142
*
```

---

6.
Below is a cluster of 2 separate species, C4H7IN4 in total in a non-equilibrium geometry, with properties calculated with the ωB97M-V functional and the def2-TZVPD basis.

HOMO level, eV: -9.5
Energy above the lowest of the compared OMol25 structures with the same formula, charge and spin, kcal/mol: 49.6
E_LUMO, eV: -1.3
E_tot, eV: -18318.8540
HOMO-LUMO gap, eV: 8.165

```
! wB97M-V def2-TZVPD RIJCOSX def2/J DEFGRID3
* xyz 0 1
C -0.25383 -0.21161 -0.95240
C 1.97702 -0.49882 -0.27012
C 0.70141 1.51920 0.47124
C 0.62040 0.00921 0.22713
N -0.62660 -0.47297 -2.02173
N -2.57732 -0.56647 0.72371
N -2.60258 -2.71589 -0.10293
N -2.57162 -1.61043 0.13528
I -3.72026 1.04270 0.06423
H 1.86033 -1.55852 -0.24922
H 2.61301 -0.14025 0.56491
H 2.23922 0.00550 -1.13080
H 1.45720 1.84053 1.30001
H -0.22429 1.91107 0.79684
H 0.89427 2.07190 -0.56455
H 0.21364 -0.62517 1.00839
*
```